74
Properties=species:S:1:pos:R:3:forces:R:3:mulliken_charge:R:1 method="wB97M-V/def2-TZVPD" gap_ev=0.87 total_charge=+1
C 4.895712 0.627222 -0.621295 -0.1275 -0.6821 0.1765 -0.529
O 5.006930 0.365779 -2.090044 -1.8701 1.1024 0.8724 -0.404
C 3.763691 0.878950 -2.754301 0.7988 -0.6117 1.0344 0.101
C 4.265423 1.680443 -4.091541 -0.0796 -0.7168 0.3292 1.065
O 3.510712 2.899819 -4.415484 1.0468 0.3563 2.2423 -0.545
C 3.588378 3.911871 -3.351324 0.1908 0.3724 -0.0267 -0.087
O 4.189832 5.164919 -3.913089 2.6201 0.0804 4.0865 -0.337
C 5.145983 5.686470 -2.889075 4.3844 1.9703 4.8229 0.482
N 5.988129 6.091900 -1.964916 -7.7958 -3.8403 -8.5375 -0.435
C 2.052530 4.304467 -2.853692 -0.6882 1.0948 1.1635 0.938
F 1.512604 5.474365 -3.615404 1.6059 -3.8759 2.1828 -0.307
F 2.207688 4.799021 -1.434761 -0.4054 -1.3525 -3.9349 -0.321
C 1.023397 3.029432 -2.797249 -3.2965 -3.3329 1.2517 -0.133
C 0.376860 2.241390 -4.090708 -0.4679 -0.7543 2.1299 -0.268
C -0.639884 0.956908 -4.024128 1.3449 1.8769 4.2301 -0.571
C -1.105089 0.418593 -2.546975 2.6215 3.3674 -0.7338 -0.463
C -0.526520 1.194841 -1.216066 0.5511 0.5029 -2.7228 0.069
C -1.074926 0.627954 0.257837 0.0580 0.6451 0.5140 0.716
F -2.538818 0.278682 0.178584 4.6302 0.7476 0.4151 -0.253
F -0.982193 1.696432 1.314335 -0.2255 -3.7850 -3.3337 -0.256
F -0.302459 -0.559767 0.707742 -2.9363 3.9196 -1.2034 -0.227
C 0.546604 2.474472 -1.301776 -1.7571 -2.0075 -3.0863 -0.289
H 3.929286 0.067683 -0.199545 2.0347 1.3125 -0.8351 0.226
H 4.808425 1.786366 -0.474496 0.2574 -2.1936 0.0375 0.258
H 5.844667 0.159897 -0.083664 -2.0256 1.2125 -1.3532 0.242
H 3.221777 1.531956 -1.949167 0.8052 -0.8249 -1.9709 -0.029
H 3.073871 -0.052000 -2.962372 1.2601 1.9697 0.0412 0.247
H 5.437246 1.849001 -4.053163 -2.2730 -0.0545 0.2780 0.165
H 4.095075 0.935042 -5.008560 -0.6183 1.7456 2.0946 -0.566
H 4.299549 3.605996 -2.456921 -1.9366 0.3064 -1.6733 0.396
H 0.686830 2.644137 -5.158657 -0.7216 -0.9441 2.4928 0.370
H -1.067295 0.408790 -4.980864 1.1585 1.4927 2.1680 0.326
H -1.849650 -0.494661 -2.503056 1.7343 2.1329 0.1838 0.338
H 0.905301 2.920598 -0.280919 -0.7132 -0.8013 -2.3560 0.346
Mg 5.361182 0.423456 -6.306888 0.9155 -0.3650 -0.9674 0.306
Br -5.711272 -1.708141 4.943135 -0.1025 0.0884 -0.1891 -0.142
C -4.638147 -1.770420 3.316227 0.1201 0.1073 0.2518 -0.605
C -5.365962 -1.131914 2.155936 0.1403 -0.0105 -0.2450 -0.331
Br -6.747016 -2.316000 1.451211 -0.0828 0.1340 0.0592 -0.137
H -4.380522 -2.818870 3.143018 -0.1012 0.2048 -0.0541 0.357
H -3.728338 -1.212014 3.554523 -0.1708 -0.0456 -0.1394 0.429
H -4.683343 -0.962356 1.318699 -0.0083 -0.0737 0.1923 0.079
H -5.855943 -0.189783 2.416434 0.1351 -0.2716 0.0991 0.437
C 9.853001 1.903695 -5.676625 0.5273 0.1300 -0.2701 0.266
Cl 9.814615 3.141026 -6.958024 -0.0561 -0.3721 0.4030 -0.068
Cl 10.085651 0.296575 -6.409703 -0.1283 0.3600 0.1956 -0.087
Cl 11.197767 2.247161 -4.559447 -0.5232 -0.1223 -0.3206 -0.074
Cl 8.313884 1.930020 -4.779274 0.0823 -0.0107 0.0079 -0.063
C -3.777470 -4.598218 6.022172 -1.5487 1.1030 1.2214 -0.668
C -2.891921 -5.371498 5.028987 1.4497 -0.4834 -0.3588 -0.050
O -3.538123 -5.396712 3.874725 0.3187 0.0334 0.4569 -0.379
H -4.749000 -5.086103 6.171315 0.3628 0.0326 -0.2363 0.252
H -3.283197 -4.549348 6.999446 0.2419 -0.2806 -0.2317 0.371
H -3.956552 -3.566421 5.694548 0.2096 -0.4667 -0.1112 0.100
H -2.669306 -6.328584 5.526175 -0.7677 -0.4714 -0.2106 0.161
H -1.910562 -4.873551 5.069714 -0.0638 0.6431 -0.6452 0.233
C -7.235876 -0.954372 -1.986441 0.1082 -5.6068 -1.7752 0.751
O -6.849845 -1.355899 -3.188278 -0.6457 1.5362 2.2356 -0.445
H -8.261077 -1.213543 -1.671938 -0.4862 0.3953 -0.5343 0.368
H -6.657963 -1.321188 -1.121113 0.7792 0.4475 -0.1175 0.044
H -7.230320 0.131338 -1.790304 0.2971 2.9927 0.1433 -0.595
Br -4.079750 -7.940257 7.097402 -0.0520 -0.1042 0.2053 -0.118
C -4.834060 -8.036645 8.892961 0.0100 -0.2561 -0.0233 -0.555
C -6.190515 -7.373234 8.952911 -0.0930 0.0814 0.2012 -0.575
Br -6.025125 -5.429559 8.980938 -0.0503 -0.0837 -0.0644 -0.141
H -4.102148 -7.590247 9.571675 -0.2607 -0.0417 -0.1692 0.385
H -4.918194 -9.105631 9.108702 -0.0464 0.2088 -0.0321 0.327
H -6.703545 -7.627772 9.884411 0.1475 0.0026 -0.1528 0.351
H -6.835283 -7.626415 8.106906 0.2529 0.0245 0.1789 0.369
N 6.538918 8.965277 -3.466866 0.1422 0.1568 0.2180 1.042
O 7.315114 9.512386 -2.665979 -0.5344 -0.3967 -0.5579 -0.488
O 5.311669 9.035017 -3.288285 0.5924 -0.0839 -0.1391 -0.462
O 6.989990 8.348526 -4.446134 -0.2579 0.2250 0.4494 -0.470
Mg -7.261077 1.913247 -1.342158 -0.0169 0.2083 0.0468 0.559

63
Properties=species:S:1:pos:R:3:forces:R:3:nbo_charge:R:1 method="wB97M-V/def2-TZVPD" multiplicity=3 gap_ev="6.86 / 7.55" total_charge=+1 relative_energy_kcal_mol=22.4 s2=2.006
Ti 0.519280 -0.736514 0.919408 0.7094 0.3441 -0.7849 0.900
N 4.394296 -1.449571 3.082052 -0.6742 0.3576 -0.1838 -0.779
C 3.312039 -1.095424 2.376722 0.4698 -1.0864 0.4257 0.325
S 2.081300 -2.347769 2.289722 -0.5625 1.1175 -0.7831 -0.372
N 3.408593 0.103322 1.895444 -0.2801 1.5882 -1.3129 -0.433
N 2.447115 0.422679 0.992457 -0.8914 -0.6087 0.5488 -0.308
C 2.491026 1.525999 0.357672 -0.0547 1.0674 -0.3393 0.021
C 1.429250 1.864512 -0.614304 0.2855 -1.0708 -0.0642 0.160
C 1.427722 3.073326 -1.308252 0.6662 1.0350 -0.0549 -0.221
C 0.449908 3.361857 -2.275586 -0.3167 0.9477 1.1855 -0.132
C -0.605806 2.477790 -2.265195 0.6233 -1.4011 0.6666 -0.255
C -0.544197 1.281453 -1.562895 0.1191 -0.7803 -0.0038 0.052
N 0.496907 0.894338 -0.819615 -0.4834 0.7218 0.4705 -0.517
H 4.355915 -2.408106 3.360811 1.0160 -0.1256 0.5943 0.419
H 5.131349 -0.749071 3.081568 0.1490 -0.8868 0.3449 0.424
H 3.246049 2.296248 0.508910 0.2572 -0.3356 0.1730 0.205
H 2.170615 3.848286 -1.006801 -0.4741 -0.8323 -0.5394 0.240
H 0.368600 4.351823 -2.792241 0.3751 -1.1550 0.4438 0.248
H -1.556599 2.534618 -2.665744 -1.4599 1.1103 -1.6227 0.229
H -1.429609 0.613115 -1.620647 0.8180 0.2134 0.0698 0.214
C -2.302040 4.168319 1.396081 1.3631 0.0628 0.5114 -0.657
C -1.499221 3.007811 1.966258 0.2754 1.2659 0.7490 0.223
C -0.727989 2.891908 3.161122 -1.2180 0.1316 -1.1561 -0.343
C -0.225817 1.581098 3.098358 0.4545 0.8317 0.2961 0.195
N -0.585827 0.984736 1.986846 -0.0509 -0.7978 -1.0613 -0.417
N -1.346967 1.878467 1.295059 0.6919 -1.1406 1.1159 -0.333
C 0.687519 0.917101 4.038963 0.6114 0.1826 1.4542 -0.644
H -3.299600 4.159884 1.838778 0.0431 0.2776 -0.2953 0.244
H -2.298254 4.256082 0.285448 -0.1832 -0.5036 0.8217 0.232
H -1.707030 5.027441 1.753457 -0.8041 0.0632 -0.1260 0.244
H -0.604592 3.623737 3.968564 -0.0743 -0.4205 -0.6232 0.249
H -1.875660 1.493620 0.551338 -0.5538 0.0835 -0.7115 0.424
H 1.453895 0.324780 3.593160 0.4898 -0.3255 -0.9185 0.237
H 0.186647 0.183051 4.677302 -0.2081 0.4421 0.2353 0.243
H 1.265864 1.654760 4.638529 -0.7424 -0.4511 -0.1310 0.241
Br -0.800535 -2.480680 -3.904537 -1.1141 -0.7316 0.0528 0.118
C 0.742044 -1.565823 -4.271032 1.6724 0.9102 0.9973 -0.147
C 0.844917 -0.870745 -5.483070 -2.2311 -2.1293 0.7317 -0.218
C 1.904929 -0.075245 -5.665953 0.9354 0.4174 -0.7791 -0.193
C 2.891410 0.044477 -4.723446 0.0755 0.5577 -0.6802 -0.194
C 2.855282 -0.663853 -3.564491 -0.4702 0.5961 0.8162 -0.237
C 1.768002 -1.429526 -3.272349 -2.3139 -1.4993 -1.0059 -0.165
I 1.622483 -2.525970 -1.445739 0.3466 0.5954 -0.3996 0.338
H 0.049216 -1.040016 -6.238553 0.7165 0.3532 0.5711 0.241
H 1.973798 0.396308 -6.605946 0.2846 0.8490 -0.8269 0.225
H 3.647102 0.765571 -4.895307 0.8731 0.3940 -0.0698 0.224
H 3.507740 -0.403332 -2.785304 1.2359 -0.1151 0.8156 0.229
C -2.604555 -4.150462 -0.875134 -0.1314 0.9554 -1.5107 -0.246
O -1.864526 -2.918160 -0.717037 -0.0359 -0.6384 1.3023 -0.826
P -1.711247 -1.947494 0.548927 1.4324 -1.4729 1.6257 1.668
O -2.168869 -2.732675 1.964080 0.9870 -0.3375 -1.2757 -0.818
C -1.179953 -3.558828 2.673646 -1.2072 0.9091 2.0537 -0.258
O -2.882628 -0.937026 0.424023 -1.9826 0.7076 -0.0572 -0.841
C -4.287325 -1.281408 0.663537 0.1951 0.4299 1.1859 -0.265
H -2.384017 -4.346092 -1.913413 -0.5095 -0.3039 -0.4628 0.204
H -3.669514 -4.013790 -0.722056 -0.0655 0.0806 0.0692 0.186
H -2.262521 -5.025636 -0.380650 0.6794 -0.2685 1.2178 0.197
H -1.587832 -3.704484 3.736595 0.3895 0.1854 -1.6717 0.210
H -0.213295 -3.076479 2.804792 -0.1843 0.2950 -0.2731 0.203
H -1.023037 -4.516078 2.238007 -0.1613 -0.7493 -0.6470 0.188
H -4.769218 -0.305511 0.711423 -0.1926 -0.2188 0.0184 0.202
H -4.385180 -1.792256 1.660592 0.1132 0.4188 -1.1321 0.220
H -4.727357 -1.860492 -0.144354 0.2769 -0.1123 -0.0607 0.195

59
Properties=species:S:1:pos:R:3:forces:R:3:nbo_charge:R:1 method="wB97M-V/def2-TZVPD" multiplicity=2 gap_ev="6.51 / 5.77" total_charge=+2 relative_energy_kcal_mol=0.0 s2=1.124
Re -0.948417 -1.175634 2.545564 1.2399 -1.7548 1.2834 0.402
C -4.905217 2.695966 2.346864 0.0370 0.2744 -0.0030 -0.645
C -4.598617 1.241866 2.392664 0.0481 -0.5172 0.0027 0.004
C -5.568517 0.238966 2.362664 0.4019 0.1831 0.0595 -0.104
C -5.195417 -1.095234 2.436364 0.2884 -0.2443 0.0381 -0.236
C -3.847817 -1.384434 2.502264 -0.3710 0.1189 -0.0389 0.145
Br -3.136617 -3.152634 2.610264 0.4410 0.8525 -0.1892 0.279
N -2.895417 -0.443534 2.493964 -0.9667 -0.0776 -0.0563 -0.532
C -3.272117 0.834466 2.463464 -0.1217 0.4815 -0.0733 0.067
H -5.973417 2.884966 2.332464 -0.0569 0.0279 -0.0061 0.248
H -4.456617 3.140266 1.458464 -0.0794 0.0716 -0.0504 0.242
H -4.470217 3.200166 3.210264 -0.0758 0.0344 0.0273 0.248
H -6.614017 0.491366 2.294464 -0.1606 0.0697 0.0138 0.255
H -5.937217 -1.878634 2.447964 0.0228 -0.1116 -0.0246 0.269
H -2.475317 1.568966 2.494264 0.0128 -0.0647 -0.0010 0.223
S -1.142617 -1.155634 4.911464 -0.5841 0.0603 -1.0230 -0.069
S 0.561883 -1.119234 5.900664 1.3328 -0.2001 -0.2408 0.264
S 2.108583 -1.511634 4.564864 -0.7241 0.3663 0.9467 0.194
S 1.322883 -1.413334 2.715664 -0.6947 0.2539 -0.6272 -0.059
C 0.240083 3.415166 -2.769236 -0.0520 -0.2544 -0.0803 -0.610
C -0.305217 1.993066 -2.732636 -0.1231 0.1624 0.1412 -0.402
C -1.060617 1.654166 -1.444836 0.2798 -0.1470 -0.0878 -0.406
C -0.190917 1.638266 -0.181636 -0.8581 0.4266 -0.0486 -0.218
N 0.898583 0.696666 -0.272536 0.1051 -0.7467 0.0076 -0.346
C 0.770383 -0.639834 -0.291436 0.0672 -0.1631 0.2374 0.301
Se -0.844517 -1.559634 0.134264 -0.3010 0.2763 -0.0815 0.139
N 1.973583 -1.221434 -0.384636 -0.5985 0.4971 0.0578 -0.349
C 2.230683 -2.642934 -0.443536 0.2381 -0.8623 -0.2268 -0.229
C 2.795683 -3.088834 -1.796436 -0.1785 0.2881 -0.0606 -0.406
C 1.890783 -2.795034 -2.992936 0.0706 -0.1864 0.0981 -0.403
C 0.594183 -3.591534 -2.989436 0.0789 0.1962 0.0191 -0.611
C 2.929983 -0.229034 -0.352936 0.1106 0.9665 0.0071 0.170
C 4.318383 -0.283434 -0.281036 -0.0775 -0.0246 -0.0143 -0.232
C 4.985683 0.913766 -0.121536 -0.0146 -0.1652 -0.0536 -0.175
C 4.303083 2.135666 -0.083036 -0.1372 0.0520 -0.0491 -0.175
C 2.929383 2.204066 -0.181436 -0.0358 -0.0197 -0.0238 -0.213
C 2.242783 0.998966 -0.290036 0.8628 -0.4660 -0.0491 0.107
H 0.690183 3.612266 -3.737236 0.0884 0.0882 -0.0670 0.237
H 1.002683 3.577766 -2.013536 0.1336 0.1023 0.1146 0.186
H -0.558517 4.136066 -2.621436 -0.0910 0.1544 0.0539 0.214
H 0.506983 1.280566 -2.893136 0.0059 -0.1005 -0.0516 0.195
H -1.006817 1.873466 -3.558836 0.0541 -0.1259 -0.0428 0.228
H -1.534917 0.673566 -1.561336 -0.0652 0.1203 0.0788 0.212
H -1.848117 2.393266 -1.293236 -0.1070 -0.0167 0.0731 0.223
H -0.800317 1.359466 0.692664 0.1977 0.1840 -0.2123 0.207
H 0.232983 2.625766 -0.004636 0.0587 -0.0973 0.0716 0.235
H 1.285483 -3.157034 -0.248636 0.1764 0.0771 0.0860 0.231
H 2.937583 -2.890334 0.353564 -0.1343 0.0206 0.0072 0.228
H 2.965083 -4.164934 -1.734536 0.0825 -0.0091 0.0604 0.232
H 3.761683 -2.612434 -1.962236 0.1107 -0.0384 0.0611 0.216
H 2.457383 -3.054434 -3.887736 -0.0091 0.1142 -0.0500 0.232
H 1.669783 -1.726934 -3.055636 0.0797 0.1061 -0.0405 0.189
H 0.803283 -4.651034 -2.875136 -0.0544 -0.1862 0.0377 0.217
H 0.072683 -3.452234 -3.931536 -0.1429 -0.0196 -0.0559 0.233
H -0.076717 -3.277534 -2.187036 -0.0508 -0.0786 0.0065 0.181
H 4.838583 -1.225134 -0.332836 0.1522 -0.0913 0.0342 0.241
H 6.060183 0.912166 -0.021836 0.0763 -0.0188 -0.0498 0.244
H 4.865283 3.050066 0.027164 0.0519 0.0562 -0.0005 0.244
H 2.417783 3.152466 -0.162436 -0.0395 0.1051 0.0545 0.236